This record from OMol25 describes 2 unconnected molecules or ions with the total composition C3H7NOS. The level of theory is ωB97M-V/def2-TZVPD.

calculated total energy = -17594.6827 eV
HOMO energy = -8.704 eV
largest force on an atom = 0.0131 hartree/bohr
charge = 0
relative energy (zero: lowest compared OMol25 entry of this formula, charge and spin) = 74.9 kcal per mole
M = 105.16 g/mol

Last column: Löwdin charge in e.
Element x y z (Å)
S  2.188  0.666  1.028  0.77
O  2.621  -0.199  -0.306  -0.47
N  1.702  2.129  0.345  -0.33
C  -1.106  -0.334  1.079  0.06
C  -1.623  -0.877  0.146  -0.21
C  -2.272  -1.553  -0.953  -0.12
H  3.531  -0.005  -0.551  0.02
H  -3.068  -2.193  -0.572  0.08
H  0.702  2.283  0.346  0.02
H  -2.703  -0.823  -1.641  0.08
H  2.212  2.928  0.689  0.02
H  -1.552  -2.166  -1.493  0.08
H  -0.633  0.145  1.883  -0.01